No. 1
{
  "formula": "C2H10NS2",
  "method": "the ωB97M-V functional and the def2-TZVPD basis",
  "de_lowest_kj_mol": 23.7,
  "orbital_gap_ev": 10.1,
  "spin_multiplicity": 1,
  "charge": 1,
  "symbols": ["C", "N", "H", "H", "H", "H", "H", "H", "C", "S", "S", "H", "H", "H", "H"],
  "xyz": [[2.494435, 0.770742, -1.206971], [2.238011, 0.167744, 0.138804], [3.468419, 1.246709, -1.202477], [1.718687, 1.480234, -1.454313], [2.560380, -0.030559, -1.943876], [2.804327, -0.665018, 0.295559], [2.437449, 0.864880, 0.855188], [1.220071, -0.102250, 0.260700], [-1.573097, -1.697025, -0.670711], [-0.617385, -0.823678, 0.587309], [-1.201561, 1.157915, 0.408151], [-2.209726, -2.425263, -0.165009], [-2.148742, -0.997643, -1.258757], [-0.910044, -2.253156, -1.347646], [-2.209371, 1.073618, 1.287018]],
  "forces_ev_per_angstrom": [[0.5486, -0.5769, -0.2878], [-0.0609, 0.6355, -0.0868], [0.0043, 0.2082, 0.1390], [-0.1645, 0.0608, 0.0350], [-0.3419, 0.0949, 0.0737], [0.0508, 0.0990, 0.1020], [0.1463, -0.1610, 0.1808], [0.3445, -0.2997, -0.2791], [0.2725, -0.8037, -0.3068], [-0.4477, 0.3362, 0.1129], [0.0010, -0.4376, 0.0469], [-0.0789, 0.2410, -0.0791], [-0.1820, 0.1728, 0.0203], [-0.0581, 0.2450, 0.2483], [-0.0340, 0.1855, 0.0806]],
  "mulliken_charge": [-0.74, -0.13, 0.36, 0.30, 0.32, 0.38, 0.41, -0.01, -0.67, -0.16, -0.19, 0.29, 0.34, 0.28, 0.22]
}

***

No. 2
{
  "formula": "C4H7NO2",
  "method": "the ωB97M-V functional and the def2-TZVPD basis",
  "de_lowest_kj_mol": 288.6,
  "orbital_gap_ev": 10.7,
  "spin_multiplicity": 1,
  "charge": 0,
  "symbols": ["C", "C", "O", "C", "C", "N", "O", "H", "H", "H", "H", "H", "H", "H"],
  "xyz": [[1.403190, 0.332072, -2.399222], [0.078887, 1.321630, 0.654971], [-0.996879, 0.838694, 0.059200], [-1.540342, -0.318561, 0.726291], [-0.615573, -0.470641, 1.892664], [-0.643104, -1.318832, 2.811748], [0.317110, 0.561010, 1.745475], [2.316972, 0.340967, -2.998573], [0.549609, 0.575611, -3.038009], [1.266743, -0.663196, -1.965506], [1.473101, 1.066143, -1.593033], [-1.504178, -1.170720, 0.043470], [-2.571021, -0.115430, 1.024866], [0.118695, -1.177322, 3.473232]],
  "forces_ev_per_angstrom": [[-0.0070, -0.0062, -0.0010], [-0.2942, -0.2783, 0.1598], [0.1536, 0.1669, -0.0171], [-0.0036, -0.0879, 0.0565], [-0.2007, -0.2646, 0.0812], [0.0802, 0.3247, -0.2851], [0.0811, 0.0745, -0.0398], [-0.1256, 0.0016, 0.1108], [0.1260, -0.0555, 0.1254], [0.0104, 0.1294, -0.0982], [0.0253, -0.0880, -0.1808], [-0.0087, 0.1159, 0.1294], [0.1694, -0.0282, -0.0390], [-0.0063, -0.0043, -0.0022]],
  "mulliken_charge": [-0.91, -0.13, -0.13, -0.17, 0.44, -0.62, -0.19, 0.30, 0.23, 0.20, 0.21, 0.23, 0.24, 0.29]
}

***

No. 3
{
  "formula": "F8K2N4O16S8",
  "method": "the ωB97M-V functional and the def2-TZVPD basis",
  "de_lowest_kj_mol": 0.0,
  "orbital_gap_ev": 8.1,
  "spin_multiplicity": 1,
  "charge": -2,
  "symbols": ["K", "K", "N", "S", "O", "O", "F", "S", "O", "O", "F", "N", "S", "O", "O", "F", "S", "O", "O", "F", "N", "S", "O", "O", "F", "S", "O", "O", "F", "N", "S", "O", "O", "F", "S", "O", "O", "F"],
  "xyz": [[0.124336, -2.324448, 1.707841], [0.124538, 0.052725, -0.016792], [-0.033740, 2.465610, -1.467403], [-0.254811, 3.105415, -2.995656], [0.893744, 3.762645, -3.572448], [-1.579550, 3.572961, -3.293428], [-0.221335, 1.678450, -3.738271], [0.363419, 3.770539, -0.747252], [-0.592645, 4.854120, -0.805234], [1.750272, 4.122914, -0.670876], [0.051019, 3.238803, 0.748266], [2.049913, -0.369676, 1.970729], [2.158790, 1.173383, 2.634689], [2.241068, 2.313287, 1.776728], [2.755132, 1.216312, 3.943050], [0.608304, 1.245002, 3.066502], [3.553853, -0.355005, 1.593168], [4.477670, -0.633914, 2.644364], [3.931573, 0.453193, 0.464121], [3.535839, -1.818969, 0.828144], [-2.163752, -0.832355, 1.481623], [-2.763664, 0.136085, 2.713294], [-3.898944, -0.299592, 3.485597], [-2.684499, 1.517503, 2.362030], [-1.531996, -0.144527, 3.668976], [-3.581713, -1.045692, 0.824959], [-4.235826, 0.113836, 0.297344], [-4.355548, -2.158953, 1.321617], [-3.008401, -1.694390, -0.540338], [0.233299, -2.377673, -1.398154], [1.089972, -3.787419, -1.761400], [2.158966, -3.634397, -2.708001], [0.427912, -5.062930, -1.818961], [1.786015, -3.854674, -0.339087], [-0.586972, -2.342006, -2.730348], [-1.700806, -3.249378, -2.813752], [0.096800, -1.878957, -3.906115], [-1.218232, -0.927826, -2.209526]],
  "forces_ev_per_angstrom": [[0.0467, -0.6072, 0.1377], [-0.2041, 1.2142, -0.8709], [-0.3428, 0.5612, -3.0904], [-0.4519, -2.4945, -2.4612], [-0.9623, -0.0467, 0.9970], [0.9704, -0.0249, 0.6066], [-0.0392, 0.3857, 0.4471], [0.3280, 3.0684, 5.2792], [0.6379, -0.5265, -0.9764], [-0.4478, -0.4341, -0.5973], [0.0841, -0.4159, -0.3568], [-0.3048, 2.9274, 1.1395], [-4.3235, 2.8706, 3.5020], [0.8682, -1.5193, -0.0866], [0.5270, -0.4612, -1.2256], [0.0872, -0.5836, -0.5969], [4.6567, -4.8790, -4.5088], [-0.2343, 0.7422, 0.1493], [-0.3600, 0.2983, 1.3828], [-0.5328, 0.3074, 0.5815], [-1.6247, 1.2451, 2.3356], [1.5239, 1.9077, 1.7372], [0.8712, -0.2633, -1.0086], [0.1233, -0.7021, 0.1965], [0.1552, -0.1254, 0.2461], [-2.0225, -3.6016, -5.4824], [0.1211, -0.0572, 1.2670], [0.5395, 1.1912, 0.4051], [0.1491, 0.0776, 0.6402], [2.3826, -4.1366, -0.2203], [2.2685, -1.2312, 0.8101], [-0.7503, 0.5754, 0.6763], [-0.6564, 1.1302, 0.1958], [0.2699, 0.2361, 0.6712], [-3.8741, 4.4156, -1.7762], [1.2380, 0.4319, -0.1447], [-0.1626, -1.3412, 0.5954], [-0.5543, -0.1350, -0.5962]],
  "mulliken_charge": [0.89, 1.37, -0.08, 0.89, -0.59, -0.57, -0.25, 0.93, -0.65, -0.57, -0.27, -0.12, 0.91, -0.43, -0.60, -0.22, 0.96, -0.61, -0.56, -0.33, -0.12, 1.05, -0.61, -0.53, -0.26, 0.86, -0.57, -0.62, -0.22, -0.09, 0.88, -0.57, -0.61, -0.26, 0.99, -0.57, -0.58, -0.30]
}

***

No. 4
{
  "formula": "C5H14NO2",
  "method": "the ωB97M-V functional and the def2-TZVPD basis",
  "de_lowest_kj_mol": 37.2,
  "orbital_gap_ev": 12.5,
  "spin_multiplicity": 1,
  "charge": 1,
  "symbols": ["C", "C", "C", "C", "C", "N", "O", "O", "H", "H", "H", "H", "H", "H", "H", "H", "H", "H", "H", "H", "H", "H"],
  "xyz": [[1.517582, 1.300013, -0.630333], [1.068488, 0.147819, 1.564055], [1.916342, -1.179970, -0.405804], [-3.185445, -0.032879, -0.323886], [1.086288, 0.011219, 0.049510], [-0.345730, -0.258638, -0.386318], [-2.555516, 0.857094, 0.198929], [-4.397626, -0.377835, -0.026114], [1.536467, 1.190892, -1.712007], [0.855115, 2.120868, -0.367126], [2.520302, 1.567280, -0.310795], [0.832492, -0.796725, 2.043861], [0.342669, 0.893277, 1.879898], [2.044914, 0.466221, 1.915997], [1.583159, -2.101213, 0.074580], [1.865206, -1.305992, -1.485269], [2.959180, -1.033466, -0.140895], [-2.807818, -0.659730, -1.149401], [-0.368596, -0.334162, -1.407660], [-0.651471, -1.146883, 0.022026], [-1.012978, 0.502400, -0.077804], [-4.803030, 0.170403, 0.674553]],
  "forces_ev_per_angstrom": [[-0.0820, -0.0645, 0.0457], [-0.0674, 0.0627, -0.1425], [-0.0767, 0.0254, 0.0810], [-0.1665, 0.2267, -0.2241], [0.3040, -0.0379, 0.0538], [0.8715, 0.0206, -0.0189], [-0.1950, 0.2955, 0.2599], [-0.8954, -0.2680, 0.1397], [-0.0170, 0.0034, -0.1621], [-0.0672, 0.1405, 0.0234], [0.0829, -0.0168, 0.0448], [-0.0600, -0.1771, 0.1072], [-0.0649, 0.1281, 0.0728], [0.1008, -0.0064, 0.0029], [-0.0087, -0.0382, 0.0052], [0.0215, -0.0262, -0.1405], [0.0808, 0.0543, 0.0413], [-0.0730, 0.0441, 0.1724], [-0.0791, -0.0448, 0.1873], [-0.0168, 0.1786, -0.1399], [0.0814, -0.4845, -0.2406], [0.3268, -0.0153, -0.1687]],
  "mulliken_charge": [-1.56, -1.58, -1.61, 0.26, 0.92, -0.31, -0.64, -0.39, 0.42, 0.42, 0.42, 0.41, 0.42, 0.42, 0.42, 0.44, 0.42, 0.35, 0.42, 0.46, 0.48, 0.38]
}

***

Number 1: HOMO energy -13.447 eV. Number 2: HOMO energy -9.942 eV. Number 3: HOMO energy -5.118 eV. Number 4: HOMO energy -15.633 eV.